Below is a molecular structure, C47H50AsF3IN4PPbSSi2, with properties calculated with the ωB97M-V functional and the def2-TZVPD basis.

Element x y z (Å)
Pb 0.223 -0.696 -1.004
I 1.704 -0.264 2.384
C 1.837 1.189 3.928
C 3.010 1.034 4.624
C 3.310 1.784 5.764
C 2.397 2.674 6.218
C 1.183 2.885 5.534
C 0.299 3.830 6.093
C -0.890 4.104 5.506
C -1.213 3.468 4.309
C -0.399 2.537 3.699
P -1.077 1.971 2.061
C -1.495 3.637 1.420
C -2.650 3.899 0.687
C -2.830 5.125 0.066
C -1.841 6.092 0.135
C -0.663 5.826 0.819
C -0.490 4.607 1.453
C -2.664 1.311 2.723
C -2.645 -0.053 3.017
C -3.746 -0.679 3.575
C -4.894 0.052 3.841
C -4.926 1.407 3.548
C -3.823 2.036 2.990
C 0.851 2.170 4.321
H 3.723 0.295 4.291
H 4.248 1.631 6.277
H 2.570 3.249 7.119
H 0.601 4.322 7.009
H -1.579 4.815 5.943
H -2.144 3.738 3.833
H -3.409 3.134 0.597
H -3.742 5.322 -0.483
H -1.986 7.050 -0.348
H 0.122 6.570 0.860
H 0.431 4.403 1.987
H -1.751 -0.623 2.794
H -3.709 -1.737 3.803
H -5.763 -0.435 4.263
H -5.810 1.989 3.775
H -3.880 3.091 2.758
F -3.224 -6.438 -0.507
C -2.390 -5.474 -0.967
F -3.171 -4.629 -1.668
F -1.574 -6.084 -1.839
C -1.664 -4.796 0.157
C -1.944 -5.156 1.462
C -1.289 -4.513 2.503
C -0.399 -3.507 2.177
N -0.147 -3.118 0.933
C -0.755 -3.736 -0.095
S -0.405 -3.193 -1.697
H -2.667 -5.933 1.667
H -1.471 -4.788 3.532
H 0.147 -2.972 2.947
C -0.610 2.871 -4.027
C -1.728 2.411 -4.704
C -2.511 1.437 -4.110
C -2.133 0.933 -2.868
N -0.992 1.294 -2.277
C -0.261 2.253 -2.841
C -3.007 0.027 -2.099
C -4.392 0.073 -2.253
C -5.191 -0.714 -1.445
C -4.585 -1.532 -0.504
C -3.204 -1.520 -0.420
N -2.432 -0.764 -1.190
H -0.011 3.679 -4.419
H -1.994 2.802 -5.676
H -3.389 1.048 -4.605
H 0.609 2.571 -2.279
H -4.841 0.733 -2.981
H -6.266 -0.683 -1.554
H -5.163 -2.176 0.142
H -2.699 -2.148 0.301
C 3.114 -4.666 1.357
C 3.038 -4.320 -0.134
C 2.788 -2.912 -0.342
N 2.571 -1.797 -0.507
H 3.267 -5.737 1.476
H 2.193 -4.380 1.860
H 3.937 -4.135 1.833
H 2.216 -4.866 -0.605
H 3.968 -4.593 -0.637
C 5.252 -0.362 -2.391
Si 3.710 0.758 -2.391
C 3.606 1.443 -0.617
C 4.145 2.265 -3.485
As 1.706 -0.062 -3.304
Si 2.449 -1.960 -4.463
C 3.461 -1.281 -5.933
C 0.889 -2.755 -5.203
C 3.410 -3.343 -3.577
H 6.143 0.167 -2.051
H 5.456 -0.755 -3.388
H 5.095 -1.207 -1.720
H 4.400 2.164 -0.421
H 3.711 0.632 0.102
H 2.651 1.937 -0.423
H 5.113 2.702 -3.234
H 3.388 3.043 -3.376
H 4.167 1.973 -4.535
H 2.884 -0.486 -6.407
H 3.686 -2.031 -6.691
H 4.403 -0.844 -5.600
H 0.255 -1.984 -5.643
H 0.313 -3.249 -4.420
H 1.108 -3.495 -5.973
H 4.246 -2.941 -3.005
H 3.800 -4.105 -4.253
H 2.725 -3.832 -2.883

Summary:
HOMO energy, eV: -6.5
Energy, Eh: -6384.58507
Energy relative to the best compared isomer or geometry (same formula, charge and spin), eV: 0.6764
Multiplicity: 1
F_max, Eh/bohr: 0.01896


Below is a molecular structure, C62H71AsBiN4O2, with properties calculated with the ωB97M-V functional and the def2-TZVPD basis.

Element x y z (Å)
Bi 0.405 -0.520 -0.497
C 4.328 -4.294 -0.409
C 4.304 -2.971 0.357
C 5.271 -3.057 1.552
C 4.658 -1.779 -0.522
C 5.787 -1.872 -1.324
C 6.198 -0.815 -2.119
C 5.471 0.358 -2.101
C 4.333 0.507 -1.308
C 3.650 1.869 -1.360
C 2.541 1.889 -2.414
C 3.135 2.407 -0.020
C 3.912 -0.573 -0.520
N 2.730 -0.497 0.274
C 2.910 -0.350 1.595
O 3.924 0.034 2.184
C 1.704 -0.722 2.423
C 1.664 -0.608 3.803
C 0.500 -0.979 4.461
C -0.590 -1.446 3.736
C -0.462 -1.547 2.365
N 0.671 -1.216 1.759
C -1.514 -2.147 1.462
O -2.521 -2.640 1.962
N -1.165 -2.134 0.159
C -1.728 -3.140 -0.677
C -2.638 -2.833 -1.700
C -3.098 -3.859 -2.521
C -2.685 -5.167 -2.346
C -1.793 -5.464 -1.330
C -1.298 -4.474 -0.491
C -0.311 -4.876 0.596
C -1.021 -5.657 1.712
C 0.861 -5.696 0.045
C -3.223 -1.442 -1.880
C -3.208 -0.965 -3.334
C -4.664 -1.440 -1.356
H 3.948 -5.098 0.227
H 5.344 -4.563 -0.710
H 3.708 -4.243 -1.306
H 3.289 -2.835 0.730
H 6.281 -3.276 1.189
H 4.969 -3.857 2.235
H 5.301 -2.120 2.101
H 6.360 -2.792 -1.335
H 7.076 -0.910 -2.746
H 5.795 1.203 -2.701
H 4.426 2.561 -1.699
H 1.749 1.185 -2.148
H 2.923 1.610 -3.399
H 2.090 2.882 -2.487
H 2.118 2.069 0.191
H 3.110 3.499 -0.044
H 3.780 2.094 0.805
H 2.534 -0.226 4.318
H 0.441 -0.904 5.540
H -1.522 -1.737 4.201
H -3.815 -3.630 -3.302
H -3.063 -5.950 -2.992
H -1.481 -6.492 -1.184
H 0.113 -3.969 1.025
H -1.454 -6.577 1.310
H -1.820 -5.062 2.152
H -0.308 -5.926 2.497
H 0.524 -6.662 -0.339
H 1.584 -5.890 0.842
H 1.374 -5.164 -0.758
H -2.650 -0.730 -1.278
H -3.817 -1.613 -3.970
H -2.195 -0.942 -3.743
H -3.616 0.045 -3.390
H -5.282 -2.111 -1.960
H -5.082 -0.432 -1.418
H -4.703 -1.779 -0.318
C 0.549 -1.654 -2.603
C 1.527 -2.670 -3.066
C 1.174 -4.026 -3.046
C 1.999 -4.995 -3.595
C 3.206 -4.637 -4.183
C 3.569 -3.297 -4.211
C 2.747 -2.328 -3.654
H -0.451 -2.083 -2.638
H 0.587 -0.760 -3.233
H 0.217 -4.313 -2.622
H 1.690 -6.034 -3.578
H 3.859 -5.391 -4.605
H 4.501 -2.997 -4.675
H 3.048 -1.286 -3.694
C 2.647 7.083 0.837
C 1.661 5.976 1.102
C 0.388 5.994 0.550
C -0.524 4.963 0.752
C -1.909 5.187 0.196
C -0.157 3.831 1.502
As -1.184 2.092 1.569
N -1.256 1.691 -0.198
C -1.991 2.148 -1.260
C -1.407 2.077 -2.549
C -2.075 2.481 -3.691
C -3.376 2.966 -3.626
C -3.989 3.021 -2.378
C -3.325 2.622 -1.230
C -2.950 2.625 2.382
C -4.090 1.873 2.083
C -4.046 0.619 1.241
C -5.331 2.243 2.604
C -5.470 3.313 3.468
C -6.814 3.735 3.999
C -4.309 3.964 3.873
C -3.059 3.627 3.370
C -1.858 4.322 3.974
C 1.107 3.842 2.120
C 1.570 2.784 3.095
C 1.986 4.904 1.914
H 2.140 8.039 0.695
H 3.225 6.876 -0.068
H 3.355 7.185 1.661
H 0.076 6.850 -0.044
H -2.253 6.189 0.470
H -2.621 4.472 0.589
H -1.914 5.115 -0.892
H -0.391 1.700 -2.630
H -1.574 2.407 -4.651
H -3.900 3.281 -4.520
H -5.009 3.384 -2.294
H -3.838 2.690 -0.282
H -3.073 0.456 0.779
H -4.791 0.665 0.448
H -4.271 -0.252 1.861
H -6.206 1.661 2.323
H -7.617 3.165 3.530
H -6.993 4.795 3.807
H -6.876 3.583 5.080
H -4.378 4.757 4.613
H -2.145 4.817 4.902
H -1.435 5.069 3.305
H -1.069 3.602 4.198
H 0.891 1.939 3.125
H 1.621 3.210 4.103
H 2.568 2.416 2.843
H 2.957 4.873 2.402

Summary:
HOMO energy, eV: -4.4
Energy, Eh: -5225.17665
Energy relative to the best compared isomer or geometry (same formula, charge and spin), eV: 0.0000
Multiplicity: 1
F_max, Eh/bohr: 0.00881
Total charge: -1


Below is C4H10N2O in the gas phase, with properties calculated with the ωB97M-V functional and the def2-TZVPD basis.

Element x y z (Å)
C 1.338 0.062 -0.177
C 0.045 -0.648 0.053
C -0.980 0.077 -0.826
C -0.804 0.168 1.041
H 0.841 1.941 0.531
H 0.810 1.928 -1.044
H 1.875 -0.608 -0.991
H 1.948 -0.169 0.746
H -0.529 -2.652 0.774
H 0.438 -2.558 -0.772
H -1.954 -0.409 -1.156
H 0.041 0.398 -1.506
H -1.567 -0.551 1.449
H -0.193 0.505 1.914
N 1.311 1.479 -0.310
N 0.311 -2.072 0.149
O -1.332 1.047 0.079

Summary:
HOMO energy, eV: -8.8
Energy, Eh: -342.99154
Energy relative to the best compared isomer or geometry (same formula, charge and spin), eV: 5.7122
Multiplicity: 1
F_max, Eh/bohr: 0.11697


Below is 10 unconnected molecules or ions with the total composition C48H112N4O10, with properties calculated with the ωB97M-V functional and the def2-TZVPD basis.

Element x y z (Å)
C -5.643 -3.379 3.348
C -5.229 -2.089 2.679
C -5.120 -0.875 3.751
C -3.738 -2.257 2.130
C -3.646 -2.917 0.826
C -4.472 -2.166 -0.217
C -6.039 -2.120 0.187
C -6.699 -1.178 -0.852
C -6.694 -3.491 -0.065
N -6.159 -1.578 1.575
O -7.424 -1.404 2.007
H -5.009 -3.731 4.162
H -6.617 -3.333 3.836
H -5.764 -4.187 2.626
H -5.022 0.108 3.291
H -6.153 -0.831 4.097
H -4.266 -1.082 4.396
H -3.212 -1.303 2.096
H -3.175 -2.931 2.776
H -2.657 -3.038 0.383
H -4.040 -3.931 0.897
H -4.387 -2.682 -1.173
H -4.102 -1.145 -0.318
H -6.380 -1.356 -1.878
H -6.512 -0.138 -0.582
H -7.778 -1.313 -0.777
H -7.695 -3.554 0.361
H -6.142 -4.315 0.389
H -6.817 -3.664 -1.134
H -7.528 -0.455 2.110
C 3.262 -0.483 -1.299
C 1.975 -1.297 -1.634
C 2.125 -2.130 -2.955
C 1.708 -2.450 -0.619
C 1.135 -1.815 0.672
C -0.078 -0.887 0.403
C 0.109 0.231 -0.669
C -1.327 0.606 -1.071
C 0.920 1.455 -0.165
N 0.784 -0.412 -1.856
O 0.796 0.395 -2.985
H 3.400 -0.351 -0.225
H 4.097 -1.159 -1.485
H 3.434 0.439 -1.853
H 3.137 -2.488 -3.143
H 1.371 -2.910 -3.065
H 2.053 -1.537 -3.867
H 1.031 -3.254 -0.906
H 2.615 -2.936 -0.260
H 0.963 -2.640 1.364
H 1.908 -1.244 1.186
H -0.253 -0.468 1.394
H -0.976 -1.468 0.191
H -1.839 -0.154 -1.662
H -1.217 1.500 -1.685
H -1.886 0.935 -0.196
H 1.017 2.249 -0.906
H 1.956 1.173 0.020
H 0.456 1.917 0.706
H -0.020 0.115 -3.407
C 1.350 -3.516 6.652
C 0.379 -2.526 5.882
C 0.589 -2.748 4.369
C -1.065 -2.942 6.263
C -2.108 -1.881 5.868
C -1.737 -0.480 6.362
C -0.286 -0.020 5.984
C -0.142 0.348 4.483
C -0.042 1.240 6.863
N 0.674 -1.116 6.312
O 2.024 -0.713 6.487
H 1.300 -3.419 7.737
H 1.089 -4.562 6.492
H 2.358 -3.376 6.262
H 1.347 -2.165 3.846
H 0.692 -3.793 4.077
H -0.347 -2.491 3.875
H -1.433 -3.887 5.864
H -1.070 -2.984 7.352
H -2.175 -1.921 4.781
H -3.065 -2.206 6.274
H -1.764 -0.390 7.447
H -2.525 0.075 5.853
H -0.602 1.285 4.168
H -0.514 -0.456 3.848
H 0.881 0.514 4.144
H -0.789 1.986 6.593
H 0.933 1.700 6.699
H -0.127 1.083 7.939
H 2.076 -0.495 7.420
C 0.520 4.967 -6.206
C 1.533 4.625 -5.046
C 2.500 3.461 -5.433
C 2.414 5.882 -4.838
C 1.819 7.084 -4.088
C 1.181 6.681 -2.823
C 0.235 5.468 -2.954
C -0.073 4.961 -1.526
C -1.149 5.934 -3.628
N 0.903 4.336 -3.749
O 0.108 3.161 -3.853
H 0.795 4.570 -7.183
H -0.407 4.407 -6.082
H 0.439 6.052 -6.270
H 1.979 2.504 -5.456
H 2.924 3.635 -6.422
H 3.298 3.398 -4.692
H 3.420 5.647 -4.489
H 2.682 6.280 -5.817
H 2.428 7.988 -4.110
H 1.043 7.488 -4.738
H 0.668 7.516 -2.344
H 1.940 6.384 -2.100
H -0.796 4.148 -1.580
H -0.449 5.826 -0.980
H 0.772 4.449 -1.065
H -0.952 6.849 -4.187
H -2.009 6.030 -2.966
H -1.449 5.404 -4.532
H 0.312 2.659 -3.061
C -1.215 -2.475 -4.395
C -1.260 -1.191 -5.228
O -1.693 -0.100 -4.486
H -0.639 -2.302 -3.485
H -0.790 -3.283 -4.991
H -2.253 -2.717 -4.170
H -1.842 -1.307 -6.142
H -0.242 -0.924 -5.510
H -2.574 0.088 -4.819
C 5.430 1.327 -4.247
C 4.746 0.266 -5.127
O 5.494 0.021 -6.239
H 5.357 2.362 -4.581
H 6.429 1.071 -3.894
H 4.788 1.322 -3.366
H 3.703 0.533 -5.293
H 4.685 -0.690 -4.608
H 5.145 0.684 -6.839
C -3.771 2.106 1.666
C -5.185 2.536 1.365
O -5.906 2.440 2.507
H -3.408 2.257 2.683
H -3.109 2.532 0.913
H -3.678 1.035 1.487
H -5.647 1.927 0.588
H -5.222 3.543 0.950
H -6.810 2.171 2.326
C 5.997 -1.344 1.851
C 7.383 -1.919 1.809
O 7.527 -2.943 2.833
H 5.858 -0.627 1.042
H 6.002 -0.703 2.732
H 5.203 -2.089 1.897
H 8.092 -1.093 1.856
H 7.562 -2.384 0.839
H 6.774 -3.528 2.716
C 1.562 -6.417 -0.228
C 2.071 -7.620 0.522
O 2.089 -8.764 -0.300
H 1.603 -5.553 0.436
H 0.529 -6.528 -0.557
H 2.275 -6.303 -1.046
H 1.326 -7.735 1.310
H 3.064 -7.451 0.940
H 1.778 -9.499 0.234
C 3.772 3.865 -1.042
C 5.003 4.450 -1.654
O 6.053 4.552 -0.697
H 4.087 2.893 -0.661
H 2.963 3.654 -1.742
H 3.370 4.439 -0.207
H 4.826 5.441 -2.072
H 5.340 3.762 -2.430
H 6.297 3.680 -0.377

Summary:
HOMO energy, eV: -8.1
Energy, Eh: -2867.11109
Energy relative to the best compared isomer or geometry (same formula, charge and spin), eV: 5.5228
Multiplicity: 1
F_max, Eh/bohr: 0.08303


Among the records above, which one has the lowest HOMO energy? C4H10N2O


Number 4 is which compound? C48H112N4O10